This record from the Open Molecules 2025 dataset describes C4H10N2O2 in the gas phase. The level of theory is ωB97M-V/def2-TZVPD.

Last column: Löwdin charge in e.
Cartesian coordinates (Å):
N -0.352 1.160 -3.261  0.020
C -0.987 1.022 -1.947  -0.252
N -0.326 -0.052 -1.233  0.059
C -0.109 -0.050 0.101  -0.484
O -0.477 0.868 0.818  0.055
C 0.631 -1.240 0.656  -0.107
C 1.309 -0.925 1.954  -0.276
O 0.376 -0.796 2.999  -0.061
H 0.598 0.954 -3.200  0.037
H -0.407 2.111 -3.557  0.059
H -0.960 1.920 -1.337  0.114
H -2.040 0.766 -2.098  0.117
H -0.153 -0.867 -1.798  0.141
H -0.108 -2.043 0.773  0.135
H 1.311 -1.646 -0.100  0.119
H 1.871 0.009 1.860  0.125
H 2.000 -1.721 2.221  0.119
H -0.056 0.060 2.879  0.078

Results
LUMO energy   0.80 eV
M   118.1 g mol⁻¹
F_max   1.9 eV Å⁻¹
E_tot   -418.41154 Eh
Energy above the lowest of the compared OMol25 structures with the same formula, charge and spin   1.3448 eV
Gap between HOMO and LUMO   10.6 eV

This record from the Open Molecules 2025 dataset describes a molecular structure, C4H2O2Rb. The level of theory is ωB97M-V/def2-TZVPD.

Last column: Löwdin charge in e.
Cartesian coordinates (Å):
O -0.317 1.640 -0.627  -0.245
H -0.441 2.559 -0.369  0.021
C 0.773 1.223 1.084  -0.012
C -0.262 0.422 1.170  -0.299
C -0.923 0.039 0.035  -0.065
C -0.643 -1.210 -0.595  -0.267
O 0.400 -1.860 -0.325  -0.189
Rb 2.643 -1.332 1.114  0.937
H -1.231 -1.482 -1.488  0.117

Results
LUMO energy (alpha / beta)   -0.73 / -0.72 eV
M   167.5 g mol⁻¹
F_max   3.9 eV Å⁻¹
E_tot   -327.85396 Eh
Energy above the lowest of the compared OMol25 structures with the same formula, charge and spin   4.6200 eV
2S+1   2
Gap between HOMO and LUMO (alpha / beta)   6.3 / 6.3 eV
<S²>   0.786

This record from the Open Molecules 2025 dataset describes a molecular structure, C4H16N3SSn. The level of theory is ωB97M-V/def2-TZVPD.

Last column: Löwdin charge in e.
Cartesian coordinates (Å):
C -0.036 0.841 -4.417  -0.299
Sn 0.201 -0.401 -2.658  0.794
N -1.153 -1.957 -0.120  0.012
H 1.432 -1.577 -2.553  -0.136
H -0.413 -2.542 0.166  0.037
H -0.517 -1.674 -1.495  -0.055
H -0.592 0.209 -5.137  0.004
H 0.960 1.147 -4.777  0.007
H -0.675 1.686 -4.098  0.002
H -1.239 -1.136 0.477  0.023
H -2.009 -2.517 -0.180  0.085
C -1.059 1.365 2.368  -0.048
N -0.718 0.918 0.998  -0.057
C 0.597 0.864 0.626  -0.738
S 1.052 1.271 -1.013  0.577
N 1.519 0.482 1.535  -0.012
C 1.270 -0.617 2.484  -0.044
H -0.155 1.570 2.953  0.094
H -1.648 0.580 2.860  0.093
H -1.661 2.280 2.327  0.102
H -1.291 1.379 0.270  0.142
H 2.468 0.525 1.172  0.137
H 1.738 -1.549 2.120  0.104
H 1.734 -0.360 3.443  0.100
H 0.196 -0.788 2.648  0.077

Results
LUMO energy   -3.78 eV
M   257.0 g mol⁻¹
F_max   2.1 eV Å⁻¹
E_tot   -938.42622 Eh
Energy above the lowest of the compared OMol25 structures with the same formula, charge and spin   0.9458 eV
Total charge   +1
Gap between HOMO and LUMO   7.3 eV

This record from the Open Molecules 2025 dataset describes C4H8O2 in the gas phase. The level of theory is ωB97M-V/def2-TZVPD.

Last column: Löwdin charge in e.
Cartesian coordinates (Å):
C 1.348 1.601 0.045  -0.048
O 0.681 0.412 -0.402  -0.151
C -0.332 -0.137 0.279  -0.414
C -0.582 -1.596 0.053  -0.041
C -1.753 0.539 -0.073  -0.160
O -2.908 0.146 -0.120  0.042
H 1.947 1.840 -0.881  0.112
H 2.026 1.414 0.899  0.095
H 0.527 2.297 0.220  0.080
H -0.330 -0.009 1.341  0.141
H 0.015 -2.395 0.402  0.071
H -0.758 -1.830 -0.967  0.080
H -1.552 -1.872 0.418  0.076
H -1.639 1.599 -0.408  0.118

Results
LUMO energy   0.91 eV
M   88.1 g mol⁻¹
F_max   4.1 eV Å⁻¹
E_tot   -307.61790 Eh
Energy above the lowest of the compared OMol25 structures with the same formula, charge and spin   2.5724 eV
Gap between HOMO and LUMO   10.1 eV

This record from the Open Molecules 2025 dataset describes H4N3P in the gas phase. The level of theory is ωB97M-V/def2-TZVPD.

Last column: Löwdin charge in e.
Cartesian coordinates (Å):
N -0.002 0.448 -0.700  -0.279
N -2.215 1.005 0.159  -0.265
N 1.095 0.685 -0.055  -0.061
P -1.344 -0.244 -0.073  0.418
H 1.483 1.658 -0.332  0.150
H 1.563 0.017 0.628  0.134
H -0.974 -1.014 0.986  -0.043
H -1.422 -1.268 -0.916  -0.055

Results
LUMO energy (alpha / beta)   -0.68 / -0.29 eV
M   77.0 g mol⁻¹
F_max   2.8 eV Å⁻¹
E_tot   -507.81354 Eh
Energy above the lowest of the compared OMol25 structures with the same formula, charge and spin   3.9275 eV
Gap between HOMO and LUMO (alpha / beta)   7.9 / 8.9 eV

This record from the Open Molecules 2025 dataset describes C5H13N in the gas phase. The level of theory is ωB97M-V/def2-TZVPD.

Last column: Löwdin charge in e.
Cartesian coordinates (Å):
C 2.036 1.295 -0.444  -0.152
C 0.850 0.962 0.450  -0.261
C 0.381 -0.484 0.174  -0.433
C -0.038 -0.667 -1.278  -0.131
C -0.934 -0.903 0.917  -0.256
N -2.163 -0.298 0.252  -0.064
H 2.071 0.947 -1.527  0.082
H 2.315 2.365 -0.381  0.064
H 2.952 0.850 0.128  0.096
H 1.191 1.147 1.547  0.137
H 0.022 1.664 0.079  0.120
H 1.094 -1.203 0.472  0.109
H -0.855 -1.673 -1.492  0.160
H -0.685 0.331 -1.500  0.110
H 0.735 -0.599 -2.015  0.025
H -0.944 -2.043 0.787  0.113
H -1.042 -0.598 2.072  0.135
H -2.433 0.542 0.805  0.068
H -3.046 -0.859 0.346  0.077

Results
LUMO energy   1.12 eV
M   87.2 g mol⁻¹
F_max   4.3 eV Å⁻¹
E_tot   -252.98056 Eh
Energy above the lowest of the compared OMol25 structures with the same formula, charge and spin   2.2456 eV
Gap between HOMO and LUMO   10.2 eV

This record from the Open Molecules 2025 dataset describes a molecular structure, C5H7N2. The level of theory is ωB97M-V/def2-TZVPD.

Last column: Löwdin charge in e.
Cartesian coordinates (Å):
C 0.337 -2.409 -0.801  0.032
C 0.548 -2.232 0.627  -0.041
C 0.156 -1.171 -1.290  0.022
C 0.164 2.242 -0.245  0.151
C 0.198 0.976 -0.221  0.075
N 0.493 -0.995 0.968  0.138
N 0.258 -0.289 -0.188  -0.072
H 0.333 -3.342 -1.331  0.124
H 0.736 -2.995 1.358  0.136
H -0.022 -0.794 -2.279  0.142
H 1.048 2.855 -0.391  0.127
H -0.751 2.815 -0.106  0.084
H -1.410 2.591 1.766  0.009
H -2.087 2.747 2.133  0.074

Results
LUMO energy   -5.93 eV
M   95.1 g mol⁻¹
F_max   1.8 eV Å⁻¹
E_tot   -303.82285 Eh
Energy above the lowest of the compared OMol25 structures with the same formula, charge and spin   5.3363 eV
Total charge   +1
Gap between HOMO and LUMO   9.4 eV

This record from the Open Molecules 2025 dataset describes 2 unconnected molecules or ions with the total composition C5H8N2. The level of theory is ωB97M-V/def2-TZVPD.

Last column: Löwdin charge in e.
Cartesian coordinates (Å):
C -2.290 0.417 0.122  -0.237
C -1.476 -0.221 -0.920  0.053
C 1.256 0.559 -0.456  -0.219
C 0.595 1.837 -0.639  -0.223
N 0.132 2.887 -0.786  0.162
N 1.129 -0.078 0.632  -0.003
C 1.903 -1.294 0.773  -0.123
H -1.971 1.431 0.385  0.050
H -3.206 0.550 -0.501  0.108
H -2.594 -0.159 1.006  0.069
H -1.667 -1.314 -0.846  0.002
H 1.890 0.233 -1.290  0.122
H 2.559 -1.506 -0.084  0.076
H 1.226 -2.140 0.928  0.080
H 2.515 -1.202 1.677  0.082

Results
LUMO energy   -0.11 eV
M   96.1 g mol⁻¹
F_max   1.1 eV Å⁻¹
E_tot   -304.63523 Eh
Energy above the lowest of the compared OMol25 structures with the same formula, charge and spin   5.4496 eV
Gap between HOMO and LUMO   8.6 eV